*one*
# C6H10O

C6H10O as an isolated structure (wB97M-V/def2-TZVPD, the OMol25 dataset).

```
17
C6H10O (wB97M-V/def2-TZVPD)
C -1.42 0.24 -1.43
C -0.05 0.50 -1.22
C 0.68 0.17 0.74
C 1.93 -0.67 0.52
O 1.06 1.43 1.19
C -0.44 -0.44 1.30
C -1.64 -0.75 1.04
H -2.11 1.09 -1.47
H -1.81 -0.34 -0.20
H -1.69 -0.58 -2.09
H 0.30 1.53 -1.14
H 0.67 -0.17 -1.69
H 2.44 -0.82 1.48
H 1.67 -1.65 0.11
H 2.63 -0.16 -0.16
H 0.26 1.87 1.53
H -2.48 -1.25 1.51
```

Its frontier orbital gap is 9.68 eV. For the LUMO energy, the calculation gives 0.03087 hartree.

---

*two*
# C6H10O

One molecule with the formula C6H10O (wB97M-V/def2-TZVPD, the OMol25 dataset).

```
17
C6H10O (wB97M-V/def2-TZVPD)
C 1.01 2.98 -0.55
C 0.98 1.47 -0.51
C -0.09 0.70 -0.44
C 0.05 -0.78 -0.32
C -0.77 -1.49 0.46
C -0.55 -2.92 0.80
O -1.92 -0.98 0.99
H 1.91 3.32 -0.06
H 1.00 3.32 -1.59
H 0.14 3.40 -0.05
H 1.98 1.04 -0.61
H -1.08 1.10 -0.65
H 0.92 -1.20 -0.80
H -1.46 -3.48 0.64
H -0.23 -3.10 1.82
H 0.14 -3.32 0.07
H -2.04 -0.04 0.79
```

Its SMILES is C/C=C/C=C(/C)O. Its frontier orbital gap is 9.01 eV. For the LUMO energy, the calculation gives 0.03549 hartree.

---

*three*
# C6H10O

One molecule with the formula C6H10O (wB97M-V/def2-TZVPD, the OMol25 dataset).

```
17
C6H10O (wB97M-V/def2-TZVPD)
C 0.08 -0.02 2.27
C 0.43 0.34 0.86
C -1.12 0.55 -0.05
C -0.28 -0.19 -1.05
C 0.01 0.18 -2.43
O -0.71 -1.01 -2.08
C 0.92 -0.73 -0.10
H -0.56 -0.91 2.26
H 0.95 -0.22 2.90
H -0.48 0.83 2.66
H 1.09 1.21 0.79
H -2.00 -0.04 0.30
H -1.56 1.52 -0.40
H -0.57 0.89 -3.01
H 1.05 0.04 -2.71
H 1.99 -0.66 -0.44
H 0.76 -1.77 0.23
```

Its SMILES is C[C@H]1C[C@]2(CO2)C1. Its frontier orbital gap is 10.74 eV. For the LUMO energy, the calculation gives 0.03832 hartree.

---

Which structure is the most stable? The one labeled *two*.

---

*one*
# C6H12O

One molecule with the formula C6H12O (wB97M-V/def2-TZVPD, the OMol25 dataset).

```
19
C6H12O (wB97M-V/def2-TZVPD)
C 2.63 -0.23 0.28
C 1.50 0.44 -0.50
C 0.16 0.30 0.20
C -1.03 0.91 -0.54
C -2.21 0.13 0.06
C -1.58 -1.25 0.35
O -0.17 -1.08 0.30
H 2.75 0.23 1.27
H 2.42 -1.29 0.42
H 3.59 -0.14 -0.25
H 1.71 1.51 -0.63
H 1.41 0.00 -1.50
H 0.23 0.74 1.21
H -1.12 1.99 -0.39
H -0.94 0.72 -1.61
H -3.06 0.05 -0.62
H -2.55 0.60 0.98
H -1.88 -1.62 1.34
H -1.86 -2.00 -0.39
```

Its SMILES is CC[C@H]1CCCO1. Its frontier orbital gap is 10.70 eV. For the LUMO energy, the calculation gives 0.04345 hartree.

---

*two*
# C6H12O

A 2-piece molecular cluster, C6H12O overall (wB97M-V/def2-TZVPD, the OMol25 dataset).

```
19
C6H12O (wB97M-V/def2-TZVPD)
C -0.59 2.37 -1.51
O -1.40 1.82 -0.46
C -0.93 1.98 0.74
C 0.38 -0.75 0.41
C -0.70 -1.31 -0.48
C 1.77 -1.31 0.46
C 0.85 -1.48 1.64
H 0.02 1.56 -1.92
H 0.05 3.15 -1.10
H -1.27 2.75 -2.28
H 0.36 0.33 0.54
H -1.68 1.42 1.36
H -0.71 -0.81 -1.46
H -1.69 -1.20 -0.03
H -0.54 -2.38 -0.67
H 2.60 -0.60 0.54
H 1.99 -2.19 -0.14
H 1.04 -0.89 2.53
H 0.45 -2.47 1.82
```

Its frontier orbital gap is 9.51 eV. For the LUMO energy, the calculation gives 0.02990 hartree.

---

Which structure is the most stable? The one labeled *one*.

---

*one*
# CH4S2

A 2-piece molecular cluster, CH4S2 overall (wB97M-V/def2-TZVPD, the OMol25 dataset).

```
7
CH4S2 (wB97M-V/def2-TZVPD)
C 1.12 0.14 -0.13
S -2.59 0.27 -0.29
S -0.03 -0.78 0.76
H 1.06 0.13 -1.23
H 2.18 -0.09 0.24
H 0.89 1.25 0.22
H -2.63 -0.92 0.42
```

Its frontier orbital gap (spin up / spin down) is 6.35 / 6.35 eV. For the LUMO energy (spin up / spin down), the calculation gives -0.10213 / -0.10214 hartree.

---

*two*
# CH4S2

One molecule with the formula CH4S2 (wB97M-V/def2-TZVPD, the OMol25 dataset).

```
7
CH4S2 (wB97M-V/def2-TZVPD)
C -0.39 1.01 0.15
S 0.76 -0.23 -1.09
S 0.43 -2.14 -0.56
H -0.90 0.21 0.78
H -1.08 1.57 -0.42
H 0.38 1.75 0.46
H 0.81 -2.17 0.69
```

Its SMILES is CSS. Its frontier orbital gap is 9.28 eV. For the LUMO energy, the calculation gives 0.02269 hartree.

---

Which structure is the most stable? The one labeled *two*.

---

*one*
# CH4S2

A 2-piece molecular cluster, CH4S2 overall (wB97M-V/def2-TZVPD, the OMol25 dataset).

```
7
CH4S2 (wB97M-V/def2-TZVPD)
C 2.03 0.15 -0.08
S 0.47 -0.14 0.17
H 2.40 0.41 -1.06
H 2.74 0.09 0.73
S -2.98 1.03 -0.32
H -3.21 1.15 0.99
H -1.68 0.88 -0.14
```

Its SMILES is C=S.S. Its frontier orbital gap is 8.50 eV. For the LUMO energy, the calculation gives -0.02598 hartree.

---

*two*
# CH4S2

One molecule with the formula CH4S2 (wB97M-V/def2-TZVPD, the OMol25 dataset).

```
7
CH4S2 (wB97M-V/def2-TZVPD)
C -0.52 -0.35 -0.20
S 1.16 -0.59 -1.05
S 2.33 -0.24 0.57
H -1.35 -1.10 -0.45
H -0.86 0.65 -0.42
H -0.22 -0.79 0.75
H 3.06 0.89 0.17
```

Its SMILES is CSS. Its frontier orbital gap is 9.38 eV. For the LUMO energy, the calculation gives 0.02269 hartree.

---

Which structure is the most stable? The one labeled *two*.

---

*one*
# C4H3N3

One molecule with the formula C4H3N3 (wB97M-V/def2-TZVPD, the OMol25 dataset).

```
10
C4H3N3 (wB97M-V/def2-TZVPD)
C -0.29 -2.00 -1.89
C -0.20 -1.16 -1.04
C -0.07 -0.14 -0.04
C 0.68 1.05 -0.09
N 0.52 1.70 1.05
N -0.30 0.92 1.73
N -0.69 -0.19 1.14
H -0.36 -2.75 -2.65
H 1.31 1.43 -0.88
H -0.60 1.14 2.66
```

Its SMILES is C#Cc1cn[nH]n1. Its frontier orbital gap is 10.65 eV. For the LUMO energy, the calculation gives 0.04132 hartree.

---

*two*
# C4H3N3

A 2-piece molecular cluster, C4H3N3 overall (wB97M-V/def2-TZVPD, the OMol25 dataset).

```
10
C4H3N3 (wB97M-V/def2-TZVPD)
N -2.73 -0.51 -1.06
C -1.86 0.14 -0.66
C -0.83 0.98 -0.06
C 0.35 1.04 -0.67
N 1.37 0.83 -1.28
H -0.88 1.41 0.89
H 1.71 1.49 -1.89
C 0.92 -1.79 1.57
N 1.48 -0.88 1.87
H 0.46 -2.71 1.29
```

Its SMILES is N#CC=C=N.C#N. Its frontier orbital gap is 10.35 eV. For the LUMO energy, the calculation gives 0.02489 hartree.

---

*three*
# C4H3N3

One molecule with the formula C4H3N3 (wB97M-V/def2-TZVPD, the OMol25 dataset).

```
10
C4H3N3 (wB97M-V/def2-TZVPD)
N 3.17 -0.02 -0.22
C 2.01 0.16 0.11
C 0.64 0.25 0.07
C -0.39 1.26 -0.05
N -1.58 0.76 -0.19
N -1.46 -0.65 -0.07
C -0.16 -0.88 0.06
H -0.06 2.25 0.35
H -2.22 -1.21 0.00
H 0.05 -1.92 -0.06
```

Its SMILES is N#Cc1cn[nH]c1. Its frontier orbital gap is 10.29 eV. For the LUMO energy, the calculation gives 0.02396 hartree.

---

Which structure is the most stable? The one labeled *three*.

---

*one*
# C4H3N3

One molecule with the formula C4H3N3 (wB97M-V/def2-TZVPD, the OMol25 dataset).

```
10
C4H3N3 (wB97M-V/def2-TZVPD)
C -0.70 -2.27 1.23
C 0.12 -1.30 1.32
C 0.17 -0.21 0.51
C 0.22 -0.26 -0.98
N 0.03 1.13 -1.39
N -0.12 1.85 -0.40
N -0.01 1.09 0.77
H -0.63 -0.87 -1.30
H 1.13 -0.68 -1.43
H -0.23 1.53 1.66
```

Its frontier orbital gap is 8.97 eV. For the LUMO energy, the calculation gives -0.02701 hartree.

---

*two*
# C4H3N3

One molecule with the formula C4H3N3 (wB97M-V/def2-TZVPD, the OMol25 dataset).

```
10
C4H3N3 (wB97M-V/def2-TZVPD)
N 1.56 2.08 -0.46
C 0.51 1.53 -0.12
C -0.57 0.56 0.43
C -1.13 -0.22 -0.61
N -0.66 -1.55 -0.88
N 0.17 -1.73 0.45
C 0.30 -0.56 1.05
H -1.31 0.92 1.29
H -1.84 0.17 -1.32
H 0.98 -0.55 1.77
```

Its SMILES is N#CC1C=NN=C1. Its frontier orbital gap is 9.82 eV. For the LUMO energy, the calculation gives -0.02753 hartree.

---

Which structure is the most stable? The one labeled *two*.

---

*one*
# C4H10NO3

An isolated ion of composition C4H10NO3 and charge +1 (wB97M-V/def2-TZVPD, the OMol25 dataset).

```
18
C4H10NO3 (wB97M-V/def2-TZVPD)
O 1.82 0.06 -0.93
C 0.91 -0.71 -0.14
C -0.19 -1.14 -1.00
N -1.10 0.13 -1.03
C -0.52 1.18 -0.19
C 0.06 0.24 0.96
O 1.00 0.76 1.82
O -1.02 -0.26 1.53
H 2.39 0.35 -0.22
H 1.46 -1.50 0.36
H 0.11 -1.47 -2.04
H -0.75 -1.96 -0.51
H -1.19 0.27 -2.12
H -1.98 -0.03 -0.68
H -1.21 2.00 0.18
H 0.34 1.67 -0.74
H 0.72 1.44 2.59
H -0.86 -1.04 2.14
```

Its SMILES is O[C@@H]1C[NH2+]CC1(O)O. Its frontier orbital gap is 10.98 eV. The charge is +1. For the LUMO energy, the calculation gives -0.11879 hartree.

---

*two*
# C4H10NO3

An isolated ion of composition C4H10NO3 and charge +1 (wB97M-V/def2-TZVPD, the OMol25 dataset).

```
18
C4H10NO3 (wB97M-V/def2-TZVPD)
C -0.29 0.03 -1.88
C -1.21 0.07 -0.73
O -1.88 -1.04 -0.41
C -0.30 0.55 0.51
N 0.31 1.92 0.33
C 0.71 -0.47 0.69
O 0.73 -1.72 0.65
O 1.81 0.15 1.01
H 0.23 1.05 -1.94
H -0.75 -0.02 -2.86
H 0.41 -0.66 -1.92
H -2.08 0.77 -0.85
H -1.33 -1.78 -0.19
H -0.91 0.65 1.45
H 0.89 2.15 1.21
H -0.58 2.46 0.38
H 0.83 2.00 -0.56
H 2.42 -0.42 1.43
```

Its SMILES is C[C@@H](O)[C@H]([NH3+])C(=O)O. Its frontier orbital gap is 10.80 eV. The charge is +1. For the LUMO energy, the calculation gives -0.14855 hartree.

---

*three*
# C4H10NO3

An isolated ion of composition C4H10NO3 and charge +1 (wB97M-V/def2-TZVPD, the OMol25 dataset).

```
18
C4H10NO3 (wB97M-V/def2-TZVPD)
C 0.02 -2.50 -0.34
C 0.45 -1.08 -0.65
O -0.49 -0.60 -1.57
C 0.53 -0.10 0.59
N -0.50 -0.49 1.65
C 0.25 1.33 0.11
O 0.71 1.84 -0.85
O -0.73 1.90 0.87
H -0.69 -2.66 0.46
H 0.85 -3.15 -0.07
H -0.43 -2.91 -1.24
H 1.46 -1.13 -1.03
H -0.14 0.00 -2.24
H 1.48 -0.24 1.07
H -0.12 -0.23 2.56
H -0.73 -1.49 1.61
H -1.34 0.04 1.45
H -0.99 2.74 0.46
```

Its SMILES is C[C@@H](O)[C@H]([NH3+])C(=O)O. Its frontier orbital gap is 11.47 eV. The charge is +1. For the LUMO energy, the calculation gives -0.13205 hartree.

---

*four*
# C4H10NO3

An isolated ion of composition C4H10NO3 and charge +1 (wB97M-V/def2-TZVPD, the OMol25 dataset).

```
18
C4H10NO3 (wB97M-V/def2-TZVPD)
N -1.37 -0.14 -0.09
C 0.07 -0.35 -0.50
C 1.01 0.58 0.42
C 0.93 0.18 1.86
O -0.22 -0.57 2.01
C 0.17 -0.14 -2.02
O 1.03 -0.20 -2.77
O -1.10 0.24 -2.43
H -1.66 -0.41 0.80
H -2.00 -0.72 -0.71
H -1.34 0.90 -0.18
H 0.39 -1.44 -0.28
H 2.14 0.28 -0.22
H 0.97 1.62 0.11
H 1.90 -0.18 2.39
H 0.64 1.09 2.33
H -0.15 -1.32 2.66
H -1.42 0.58 -3.39
```

Its SMILES is [NH3+][C@H](CCO)C(=O)O. Its frontier orbital gap is 11.20 eV. The charge is +1. For the LUMO energy, the calculation gives -0.12736 hartree.

---

Which structure is the most stable? The one labeled *three*.

---

*one*
# C4H10NO3

An isolated ion of composition C4H10NO3 and charge +1 (wB97M-V/def2-TZVPD, the OMol25 dataset).

```
18
C4H10NO3 (wB97M-V/def2-TZVPD)
C -0.25 1.06 -1.56
C 0.84 0.41 -0.68
O 1.58 1.34 0.04
C 0.42 -0.54 0.51
N -0.39 -1.73 0.01
C -0.37 0.23 1.54
O -0.30 1.38 1.84
O -1.41 -0.55 1.93
H -0.82 0.24 -2.01
H 0.28 1.64 -2.32
H -0.81 1.76 -0.92
H 1.51 -0.25 -1.28
H 2.18 1.91 -0.45
H 1.42 -0.85 0.91
H -0.46 -2.36 0.83
H 0.00 -2.23 -0.78
H -1.33 -1.32 -0.16
H -2.07 -0.14 2.53
```

Its SMILES is C[C@@H](O)[C@H]([NH3+])C(=O)O. Its frontier orbital gap is 10.63 eV. The charge is +1. For the LUMO energy, the calculation gives -0.13799 hartree.

---

*two*
# C4H10NO3

An isolated ion of composition C4H10NO3 and charge +1 (wB97M-V/def2-TZVPD, the OMol25 dataset).

```
18
C4H10NO3 (wB97M-V/def2-TZVPD)
N 0.66 -0.51 -1.00
C -0.28 0.46 -0.31
C 0.34 1.86 -0.37
O 1.74 1.79 -0.66
C -0.51 -0.11 1.09
C -1.24 -1.44 0.97
O -2.41 -1.63 0.85
O -0.33 -2.46 1.02
H 0.90 -0.20 -1.92
H 0.34 -1.49 -0.99
H 1.54 -0.51 -0.50
H -1.26 0.39 -0.80
H 0.36 2.38 0.59
H -0.14 2.53 -1.09
H 1.89 1.90 -1.60
H -1.24 0.50 1.62
H 0.32 -0.16 1.78
H -0.69 -3.30 1.33
```

Its SMILES is [NH3+][C@H](CO)CC(=O)O. Its frontier orbital gap is 11.12 eV. The charge is +1. For the LUMO energy, the calculation gives -0.13629 hartree.

---

Which structure is the most stable? The one labeled *two*.